Molecular formula: C44H48BrFN3O10S
Method: DFT, ωB97M-V/def2-TZVPD

Geometry as XYZ:
```
108
Properties=species:S:1:pos:R:3:lowdin_charge:R:1
C -1.9700 -1.2100 -3.4083 -0.07
C -0.9227 -2.3273 -3.4209 -0.25
O 0.3123 -1.9472 -2.8223 -0.13
C 0.1139 -1.3200 -1.5692 -0.20
C 1.4053 -1.2404 -0.7697 -0.15
C 2.3504 -0.3411 -1.2355 -0.20
C 2.1388 0.4936 -2.4882 -0.12
C 1.0578 1.6221 -2.3400 -0.15
N 1.4420 2.9503 -2.8261 -0.08
C 2.6491 3.4974 -2.1298 -0.20
C 2.3343 4.9218 -1.5775 -0.07
C 1.5405 2.9959 -4.2190 -0.50
C 1.8705 4.3736 -4.8228 0.00
O 1.3654 2.0503 -4.9675 0.08
C 3.5220 -0.2300 -0.4899 -0.55
Br 4.9689 0.9552 -0.9736 0.76
C 3.7178 -0.9898 0.6285 -0.06
C 2.7867 -1.9013 1.0832 -0.20
C 1.6169 -2.0188 0.3542 -0.35
S 0.3654 -3.1781 0.8740 1.06
C 0.7747 -3.3588 2.6125 -0.42
C -0.2042 -3.7693 3.4722 -0.07
C 0.0306 -3.9769 4.8157 -0.13
C -1.0819 -4.4469 5.6887 -0.20
C -1.1902 -5.8132 5.9141 -0.04
C -2.1835 -6.3722 6.6801 -0.09
C -3.1216 -5.5375 7.2741 -0.10
C -3.0200 -4.1845 7.0597 -0.10
C -2.0269 -3.6312 6.2800 -0.05
C 1.3410 -3.7434 5.2632 -0.09
C 1.6667 -4.0033 6.7293 -0.06
C 1.7786 -2.7392 7.5942 -0.34
C 0.4691 -2.3836 8.3015 -0.04
F 2.6806 -3.0297 8.6467 -0.05
C 2.3172 -3.2919 4.3963 0.00
C 3.7237 -3.0597 5.0022 -0.68
O 4.5396 -4.0113 4.9468 -0.02
O 3.8915 -1.9368 5.5277 -0.03
C 2.0520 -3.0897 3.0500 -0.17
N 3.1465 -2.6511 2.2374 0.05
C 4.1036 -3.6831 1.9577 -0.20
C 5.4485 -3.5143 2.1838 -0.02
C 6.3958 -4.4853 1.9399 -0.14
N 6.0629 -5.6655 1.4234 0.06
C 4.7719 -5.8132 1.1752 -0.17
C 3.7505 -4.9213 1.4159 0.02
H -1.4717 -0.2311 -3.4590 0.07
H -2.4866 -1.2165 -2.4437 0.07
H -2.6625 -1.2381 -4.2541 0.08
H -1.2922 -3.2104 -2.8647 0.12
H -0.7025 -2.7020 -4.4270 0.12
H -0.2420 -0.2833 -1.6499 0.10
H -0.6529 -1.8588 -0.9916 0.09
H 1.7726 -0.1899 -3.2639 0.11
H 3.0885 0.8697 -2.8762 0.08
H 0.1910 1.3219 -2.9433 0.10
H 0.6977 1.6442 -1.3027 0.13
H 2.8182 2.8552 -1.2649 0.08
H 3.4970 3.4898 -2.8198 0.12
H 2.7310 5.6706 -2.2709 0.06
H 1.2570 5.0331 -1.4384 0.06
H 2.8661 5.0267 -0.6244 0.07
H 1.2967 4.4934 -5.7457 0.08
H 1.5821 5.1648 -4.1248 0.06
H 2.9388 4.4483 -5.0556 0.09
H 4.6561 -0.8945 1.1693 0.11
H -1.2162 -3.9469 3.1075 0.12
H -0.4432 -6.4669 5.4655 0.13
H -2.2154 -7.4523 6.7953 0.10
H -3.9147 -5.9915 7.8625 0.10
H -3.7812 -3.5599 7.5264 0.10
H -1.9810 -2.5536 6.1483 0.12
H 2.6237 -4.5420 6.7746 0.13
H 0.9362 -4.6699 7.2051 0.11
H 2.2024 -1.8885 7.0522 0.13
H -0.3145 -2.1088 7.5940 0.06
H 0.1524 -3.2915 8.8377 0.08
H 0.6282 -1.6188 9.0690 0.08
H 5.7828 -2.5566 2.5839 0.12
H 7.4373 -4.2632 2.1638 0.11
H 4.4793 -6.7657 0.7204 0.10
H 2.7135 -5.1556 1.1884 0.11
C -1.9784 4.7732 -4.5233 -0.01
C -2.7780 4.3585 -3.3119 -0.33
C -2.0971 4.6440 -1.9965 -0.09
O -2.6170 3.6124 -1.1508 0.07
C -2.9613 2.5696 -1.9496 -0.56
O -3.2359 1.4831 -1.5598 0.16
O -2.9362 2.9330 -3.2595 0.08
H -1.1098 4.1258 -4.6592 0.08
H -2.5841 4.6809 -5.4254 0.08
H -1.6438 5.8075 -4.4409 0.10
H -3.7738 4.8086 -3.3450 0.14
H -2.3474 5.6265 -1.6014 0.14
H -1.0089 4.5431 -2.0443 0.12
C -7.6022 5.8141 -7.2057 -0.02
C -6.1485 5.9616 -6.8227 -0.33
C -5.8611 5.6686 -5.3709 -0.10
O -4.7287 6.5046 -5.1059 0.04
C -4.7851 7.5481 -5.9784 -0.55
O -4.1099 8.5204 -5.9044 0.17
O -5.7183 7.3261 -6.9392 0.09
H -8.2014 6.6130 -6.7668 0.09
H -7.7193 5.8894 -8.2870 0.09
H -7.9979 4.8503 -6.8842 0.09
H -5.5213 5.3519 -7.4792 0.16
H -5.6138 4.6222 -5.1983 0.14
H -6.6748 5.9584 -4.7010 0.14
```

Calculated values
net charge	-1
orbital gap	0.23302	hartree

---

Molecular formula: C44H48GeN4O3PRb
Method: DFT, ωB97M-V/def2-TZVPD

Geometry as XYZ:
```
102
Properties=species:S:1:pos:R:3:lowdin_charge:R:1
Rb 0.0639 0.5296 -0.7156 0.64
N 3.0008 1.4155 0.2115 0.02
C 3.6996 2.5695 -0.0144 -0.35
C 5.1052 2.6133 0.0726 -0.05
C 5.8123 3.7644 -0.2105 -0.12
C 5.1452 4.9306 -0.5849 -0.13
C 3.7625 4.9075 -0.6745 -0.11
C 3.0270 3.7542 -0.4102 -0.32
P 1.2135 3.6714 -0.5676 1.07
C 0.6883 5.3828 -0.2428 -0.37
C 0.2434 5.6681 1.0563 -0.09
C -0.1671 6.9408 1.4037 -0.09
C -0.1617 7.9667 0.4548 -0.11
C 0.2621 7.6927 -0.8389 -0.11
C 0.6866 6.4192 -1.1888 -0.11
C 0.9660 3.5453 -2.3895 -0.40
C -0.3299 3.6967 -2.8926 -0.12
C -0.6225 3.4081 -4.2156 -0.09
C 0.3761 2.9460 -5.0660 -0.11
C 1.6626 2.7802 -4.5770 -0.09
C 1.9570 3.0769 -3.2509 -0.08
H 3.5734 0.6679 0.5842 0.07
H 2.1093 1.4239 0.8788 -0.06
H 5.6309 1.7171 0.3836 0.10
H 6.8934 3.7594 -0.1263 0.09
H 5.6956 5.8401 -0.7934 0.08
H 3.2307 5.8101 -0.9581 0.09
H 0.2233 4.8657 1.7872 0.10
H -0.5062 7.1401 2.4130 0.10
H -0.4913 8.9628 0.7230 0.09
H 0.2627 8.4834 -1.5814 0.09
H 1.0094 6.2143 -2.2020 0.10
H -1.1187 4.0293 -2.2256 0.11
H -1.6370 3.5161 -4.5791 0.10
H 0.1451 2.6985 -6.0948 0.09
H 2.4435 2.4073 -5.2297 0.10
H 2.9635 2.9402 -2.8725 0.10
C -2.2290 -2.5005 2.3349 -0.03
O -1.8101 -3.3904 1.3083 -0.07
C -2.4675 -4.5393 1.0896 -0.22
C -3.4089 -5.0932 1.9459 -0.02
C -3.9467 -6.3488 1.6717 -0.11
C -3.5528 -7.0451 0.5441 -0.13
C -2.6488 -6.4659 -0.3451 -0.03
C -2.1092 -5.2155 -0.1000 -0.18
N -1.2210 -4.6077 -1.0067 0.13
C -1.2859 -3.2111 -1.2295 -0.38
N -2.5463 -2.8544 -1.5894 0.14
C -3.2884 -1.6416 -1.3890 -0.24
C -2.7053 -0.3779 -1.3466 -0.16
C -3.6363 0.6613 -1.1280 -0.20
C -5.0056 0.4784 -0.9954 -0.14
C -5.5408 -0.8079 -1.0522 -0.08
C -4.6676 -1.8670 -1.2383 -0.23
O -5.0874 -3.1943 -1.2811 -0.13
C -6.4388 -3.4532 -1.0193 -0.12
N -0.3017 -2.4159 -1.0651 0.11
C 0.9633 -2.8718 -0.7018 -0.23
C 1.5538 -2.4103 0.4738 -0.03
C 2.8736 -2.7182 0.7821 -0.09
C 3.6309 -3.5008 -0.0703 -0.11
C 3.0627 -3.9839 -1.2478 -0.05
C 1.7477 -3.6727 -1.5582 -0.23
O 1.1132 -4.1251 -2.6978 -0.11
C 1.9126 -4.7230 -3.6851 -0.11
H -1.5620 -1.6405 2.2730 0.09
H -2.1278 -2.9603 3.3217 0.09
H -3.2624 -2.1831 2.1696 0.10
H -3.6994 -4.5618 2.8412 0.10
H -4.6697 -6.7777 2.3549 0.09
H -3.9655 -8.0243 0.3331 0.09
H -2.3735 -6.9723 -1.2629 0.11
H -0.3659 -5.0735 -1.2560 0.12
H -3.1521 -3.6541 -1.6755 0.12
H -3.2703 1.6858 -1.0309 0.06
H -5.6715 1.3226 -0.8344 0.08
H -6.6045 -0.9659 -0.9361 0.08
H -6.5620 -4.5349 -1.0569 0.08
H -7.0963 -2.9909 -1.7642 0.08
H -6.7336 -3.0953 -0.0270 0.09
H 1.0031 -1.7429 1.1418 0.06
H 3.2964 -2.3138 1.6946 0.10
H 4.6623 -3.7387 0.1622 0.09
H 3.6566 -4.5943 -1.9153 0.09
H 1.2627 -4.9004 -4.5401 0.09
H 2.3316 -5.6790 -3.3515 0.09
H 2.7359 -4.0676 -3.9859 0.09
C 1.1333 2.4445 4.9424 -0.29
Ge 1.3722 0.7380 3.8650 0.56
C 0.5032 -0.5457 5.1732 -0.28
C 3.3210 0.3912 4.1901 -0.27
C 0.9299 0.6248 2.0455 -0.51
H 1.5619 2.3731 5.9504 -0.02
H 0.0646 2.6672 5.0259 -0.02
H 1.6074 3.2761 4.4123 -0.02
H 0.9671 -0.5057 6.1662 -0.02
H 0.5740 -1.5688 4.7924 -0.02
H -0.5577 -0.2946 5.2785 -0.02
H 3.5865 0.5258 5.2437 -0.01
H 3.9263 1.0778 3.5890 -0.01
H 3.5762 -0.6304 3.8929 -0.02
H -0.1760 0.6302 1.9070 -0.22
```

Calculated values
relative energy (zero: lowest compared OMol25 entry of this formula, charge and spin)	2.365	eV
net charge	-2
orbital gap	0.09608	hartree

---

Molecular formula: C44H49AsN8PS2ScSi2
Method: DFT, ωB97M-V/def2-TZVPD

Geometry as XYZ:
```
108
Properties=species:S:1:pos:R:3:lowdin_charge:R:1
Sc -0.2733 0.1483 0.7038 0.40
C -1.4978 -2.5353 -0.6980 -0.11
N -0.9770 -1.2584 -1.2129 -0.14
C -0.0100 -1.4765 -2.2834 -0.12
C 1.2833 -1.8550 -1.6461 -0.33
N 1.5449 -1.6509 -0.3827 0.15
C 2.8440 -2.1368 -0.2032 -0.21
C 3.6357 -2.2044 0.9411 -0.03
C 4.8988 -2.7476 0.8172 -0.07
C 5.3808 -3.2222 -0.4113 -0.09
C 4.6060 -3.1753 -1.5536 -0.02
C 3.3354 -2.6289 -1.4183 -0.19
N 2.3011 -2.4470 -2.3204 0.18
C -1.9031 -2.4013 0.7288 -0.36
N -1.2217 -1.7031 1.6071 0.06
C -1.9295 -1.8367 2.8099 -0.22
C -1.6820 -1.3024 4.0711 -0.05
C -2.6130 -1.5473 5.0583 -0.06
C -3.7584 -2.3196 4.8153 -0.07
C -3.9993 -2.8831 3.5795 -0.01
C -3.0585 -2.6250 2.5906 -0.17
N -2.9857 -2.9995 1.2556 0.19
H -0.6919 -3.2714 -0.7452 0.14
H -2.3294 -2.9076 -1.3028 0.14
H -1.7583 -0.7058 -1.5523 0.01
H 0.1240 -0.5519 -2.8494 0.10
H -0.3309 -2.2540 -2.9887 0.14
H 3.2708 -1.8229 1.8812 0.02
H 5.5353 -2.8059 1.6905 0.10
H 6.3787 -3.6368 -0.4629 0.10
H 4.9676 -3.5497 -2.5024 0.11
H 2.3133 -2.6501 -3.3046 0.17
H -0.8175 -0.6787 4.2379 0.06
H -2.4709 -1.1144 6.0397 0.11
H -4.4723 -2.4689 5.6141 0.11
H -4.8854 -3.4730 3.3871 0.11
H -3.7115 -3.4472 0.7231 0.17
S -1.1867 1.5348 2.5279 0.58
C -2.9362 1.3895 2.6128 -0.69
C -3.5171 1.7444 3.8702 -0.28
N -3.9492 2.0202 4.9013 0.16
C -3.6912 0.8701 1.6156 -0.73
S -3.0023 0.4470 0.0862 0.65
C -5.0922 0.6361 1.7999 -0.28
N -6.2130 0.4017 1.9169 0.16
N 1.6329 1.3138 -0.5388 -0.02
C 1.7684 1.3923 -1.9509 -0.33
C 2.8883 0.9115 -2.6126 -0.03
C 2.9381 0.9653 -3.9995 -0.08
C 1.8845 1.5114 -4.7213 -0.08
C 0.7603 1.9865 -4.0564 -0.08
C 0.6838 1.9156 -2.6693 -0.34
P -0.7876 2.1792 -1.6318 1.05
C -0.5718 3.8509 -0.9503 -0.38
C 0.3460 4.7671 -1.4615 -0.08
C 0.4891 6.0122 -0.8676 -0.08
C -0.2859 6.3523 0.2331 -0.08
C -1.2066 5.4471 0.7426 -0.07
C -1.3471 4.1974 0.1571 -0.12
C -2.1613 2.3306 -2.8143 -0.37
C -2.9897 3.4466 -2.8599 -0.06
C -4.0997 3.4616 -3.6944 -0.07
C -4.3898 2.3673 -4.4936 -0.08
C -3.5653 1.2508 -4.4593 -0.08
C -2.4645 1.2323 -3.6197 -0.12
H 1.6212 2.2413 -0.1140 0.05
H 2.3816 0.8021 -0.0727 -0.01
H 3.7130 0.4981 -2.0417 0.12
H 3.8129 0.5932 -4.5181 0.10
H 1.9378 1.5653 -5.8009 0.10
H -0.0750 2.3908 -4.6150 0.11
H 0.9531 4.5065 -2.3204 0.10
H 1.2099 6.7164 -1.2630 0.10
H -0.1670 7.3216 0.7000 0.11
H -1.8058 5.7034 1.6067 0.11
H -2.0463 3.4791 0.5692 0.08
H -2.7733 4.3050 -2.2374 0.10
H -4.7410 4.3330 -3.7149 0.11
H -5.2582 2.3799 -5.1391 0.10
H -3.7858 0.3926 -5.0811 0.10
H -1.8252 0.3547 -3.6054 0.09
C 4.0704 -0.8770 4.5947 -0.23
Si 2.2137 -0.7268 4.2879 0.21
C 1.5910 -2.4903 4.0159 -0.22
C 1.4839 -0.0491 5.8887 -0.20
As 1.8596 0.5766 2.3894 0.72
Si 2.1722 2.7306 3.2296 0.20
C 3.8269 2.7852 4.1271 -0.24
C 0.9126 3.5028 4.3955 -0.24
C 2.2653 3.8822 1.7357 -0.23
H 4.2609 -1.6644 5.3310 0.03
H 4.4817 0.0543 4.9876 0.01
H 4.6204 -1.1200 3.6832 0.01
H 1.3106 -2.9275 4.9785 0.04
H 2.3746 -3.1200 3.5872 0.02
H 0.7232 -2.5420 3.3584 0.00
H 2.0124 -0.4929 6.7382 0.03
H 0.4250 -0.2875 6.0043 0.02
H 1.5899 1.0339 5.9624 0.01
H 3.7602 2.2698 5.0886 0.01
H 4.0957 3.8259 4.3326 0.03
H 4.6327 2.3289 3.5505 0.02
H 0.4865 2.7999 5.1101 0.01
H 0.0812 3.9316 3.8342 0.00
H 1.4029 4.3084 4.9522 0.03
H 3.0311 3.5793 1.0163 0.03
H 2.4966 4.9041 2.0495 0.04
H 1.2922 3.9224 1.2344 0.00
```

Calculated values
relative energy (zero: lowest compared OMol25 entry of this formula, charge and spin)	0.000	eV
orbital gap	0.22551	hartree

---

Molecular formula: C44H49IN2O4P3Y
Method: DFT, ωB97M-V/def2-TZVPD

Geometry as XYZ:
```
104
Properties=species:S:1:pos:R:3:lowdin_charge:R:1
Y -0.7335 -0.3998 0.3132 1.02
C -0.4790 2.0039 3.3528 -0.30
P -0.4663 2.4191 1.5677 1.03
C -1.3578 4.0144 1.5281 -0.35
C -2.6574 4.0882 2.0317 -0.11
C -3.3835 5.2653 1.9486 -0.10
C -2.8334 6.3896 1.3472 -0.11
C -1.5487 6.3231 0.8273 -0.10
C -0.8184 5.1470 0.9172 -0.09
C 1.2562 2.8672 1.1904 -0.37
C 2.0823 3.5929 2.0489 -0.09
C 3.4052 3.8244 1.7155 -0.10
C 3.9199 3.3310 0.5203 -0.09
C 3.1084 2.6117 -0.3398 -0.07
C 1.7786 2.3791 -0.0056 -0.09
C 0.1842 0.6731 3.5325 -0.43
C 0.7774 0.1509 4.6632 -0.09
C 1.1575 -1.1730 4.3316 -0.09
C 0.7816 -1.3715 3.0172 -0.42
C 1.1036 -2.5345 2.1348 -0.30
P 2.5355 -2.1240 0.9949 1.05
C 3.8077 -2.5497 2.3034 -0.37
C 4.1654 -3.8208 2.7508 -0.11
C 5.0746 -3.9961 3.7836 -0.11
C 5.6457 -2.8946 4.4074 -0.13
C 5.2989 -1.6202 3.9848 -0.11
C 4.3951 -1.4563 2.9422 -0.12
C 2.7371 -3.6730 0.0307 -0.37
C 4.0021 -3.9547 -0.4880 -0.11
C 4.2224 -5.0768 -1.2722 -0.11
C 3.1765 -5.9439 -1.5549 -0.12
C 1.9116 -5.6678 -1.0571 -0.10
C 1.6923 -4.5386 -0.2802 -0.09
N 0.1869 -0.2383 2.5130 -0.09
H -0.0094 2.7777 3.9658 0.08
H -1.5396 1.9661 3.6294 0.06
H -3.1205 3.2075 2.4632 0.10
H -4.3920 5.2961 2.3436 0.10
H -3.4054 7.3069 1.2765 0.09
H -1.1086 7.1863 0.3423 0.10
H 0.1803 5.1080 0.5000 0.10
H 1.6855 3.9665 2.9857 0.10
H 4.0442 4.3787 2.3927 0.09
H 4.9607 3.4987 0.2705 0.09
H 3.4941 2.2039 -1.2656 0.10
H 1.1564 1.8154 -0.6958 0.09
H 0.8895 0.6582 5.6117 0.08
H 1.6921 -1.8837 4.9459 0.09
H 1.3979 -3.3827 2.7583 0.08
H 0.2383 -2.8616 1.5549 0.04
H 3.7294 -4.6951 2.2786 0.10
H 5.3346 -4.9988 4.1070 0.09
H 6.3539 -3.0309 5.2174 0.08
H 5.7279 -0.7492 4.4677 0.09
H 4.1230 -0.4562 2.6208 0.09
H 4.8217 -3.2768 -0.2758 0.10
H 5.2111 -5.2669 -1.6754 0.09
H 3.3435 -6.8169 -2.1759 0.08
H 1.0785 -6.3216 -1.2905 0.09
H 0.6934 -4.2927 0.0525 0.09
C -4.2234 2.1853 -0.5257 -0.06
C -3.8341 2.6080 -1.9316 -0.63
C -5.0358 3.2148 -2.6483 -0.04
C -2.6746 3.5981 -1.9171 -0.03
O -3.5002 1.4599 -2.7253 -0.17
P -2.2487 0.4417 -2.6256 0.28
O -1.7590 0.2092 -3.9916 -0.26
O -1.3310 0.8737 -1.4891 -0.43
O -2.8659 -0.8832 -1.9160 -0.23
C -3.8916 -1.7829 -2.3620 -0.64
C -5.2340 -1.2290 -1.8956 -0.04
C -3.5759 -3.0996 -1.6640 -0.03
C -3.8591 -1.9464 -3.8760 -0.04
H -4.5355 3.0539 0.0583 0.08
H -3.3874 1.7104 -0.0180 0.00
H -5.0447 1.4673 -0.5557 0.07
H -5.3864 4.1011 -2.1144 0.08
H -5.8481 2.4873 -2.6917 0.08
H -4.7628 3.4967 -3.6664 0.08
H -2.9754 4.5200 -1.4115 0.08
H -2.3784 3.8345 -2.9413 0.09
H -1.8206 3.1711 -1.3939 0.06
H -5.2019 -1.0483 -0.8204 0.04
H -6.0394 -1.9353 -2.1152 0.08
H -5.4431 -0.2882 -2.4095 0.07
H -3.5971 -2.9535 -0.5827 0.05
H -2.5794 -3.4377 -1.9526 0.08
H -4.3065 -3.8663 -1.9333 0.08
H -4.0756 -1.0009 -4.3740 0.08
H -4.6096 -2.6845 -4.1732 0.08
H -2.8736 -2.2742 -4.2051 0.08
I -3.3648 -0.6893 1.8663 -0.07
N 0.6984 -1.6889 -0.5608 -0.29
C 1.2292 -1.5486 -1.7906 -0.49
C 0.6844 -2.1819 -2.9502 -0.07
C 1.2298 -2.0169 -4.2049 -0.14
C 2.3735 -1.2402 -4.4031 -0.16
C 2.9403 -0.6214 -3.2964 -0.15
C 2.3950 -0.7629 -2.0314 -0.10
H -0.2114 -2.7784 -2.8084 0.08
H 0.7423 -2.4856 -5.0546 0.08
H 2.7924 -1.1056 -5.3939 0.07
H 3.8262 -0.0027 -3.4250 0.08
H 2.8536 -0.2648 -1.1851 0.05
```

Calculated values
relative energy (zero: lowest compared OMol25 entry of this formula, charge and spin)	0.485	eV
net charge	-2
orbital gap	0.18529	hartree

---

Computed HOMO level (eV) in order:
-4.955, 1.104, -6.422, -1.016